Model A:
Below is a molecular structure, C5H10N2O, with properties calculated with ωB97M-V with the def2-TZVPD basis set.

Last column: Mulliken charge in e.
CARTESIAN COORDINATES (ANGSTROEM)
C: -0.60 -0.41 0.42  0.53
C: -0.15 -0.76 1.81  -1.13
C: 1.48 -0.75 -0.64  0.12
C: -0.14 0.71 -0.24  0.29
N: 1.42 -1.03 -1.96  -0.34
N: -2.04 0.82 0.59  -0.67
C: 0.25 1.84 -0.78  -0.89
O: 2.42 -1.03 0.06  -0.60
H: -1.07 -1.18 -0.19  0.34
H: 2.21 -1.47 -2.43  0.24
H: 0.63 -0.75 -2.52  0.22
H: -2.19 1.32 1.46  0.14
H: -2.89 0.65 0.07  0.14
H: -0.90 -1.39 2.29  0.33
H: -0.01 0.14 2.40  0.30
H: 0.80 -1.29 1.77  0.33
H: 1.19 1.90 -1.31  0.30
H: -0.42 2.68 -0.81  0.34

Output
LUMO level (spin up / spin down) (eV): 0.7 / 0.7
Kohn-Sham gap (spin up / spin down) (Ha): 0.28525 / 0.28527
Spin multiplicity: 1
HOMO (spin up / spin down) (eV): -7.041 / -7.041


Model B:
Below is a single C5H10N2O molecule, with properties calculated with ωB97M-V with the def2-TZVPD basis set.

Last column: Mulliken charge in e.
CARTESIAN COORDINATES (ANGSTROEM)
C: 2.44 -0.35 0.66  -0.68
C: -0.52 -0.21 -0.15  0.77
C: -0.39 1.18 0.06  -0.47
C: -1.89 -0.76 -0.20  -0.34
C: -3.06 -0.21 0.01  -0.92
H: 2.00 -1.00 1.52  0.28
H: 2.45 0.94 0.94  0.20
H: 3.54 -0.38 0.29  0.35
H: 2.17 -1.50 -1.21  0.30
H: -1.40 1.65 -0.33  0.29
H: -0.47 1.29 1.18  0.26
H: 1.35 1.12 -0.86  0.41
H: -1.89 -1.70 -0.43  0.57
H: -3.98 -0.74 -0.05  0.30
H: -2.98 0.77 0.71  0.16
N: 1.71 -0.67 -0.66  -0.37
N: 0.36 -1.10 -0.68  -0.56
O: 0.57 1.67 -0.80  -0.55

Output
LUMO level (eV): 0.4
Kohn-Sham gap (Ha): 0.32682
Spin multiplicity: 1
HOMO (eV): -8.451


Which one is most stable, and which one is least stable? model B is the most stable of them, while model A is the least stable.


Model A:
Below is a single C5H10N2O molecule, with properties calculated with ωB97M-V with the def2-TZVPD basis set.

Last column: Mulliken charge in e.
CARTESIAN COORDINATES (ANGSTROEM)
C: 1.72 1.54 -0.91  -1.29
C: 1.15 -1.51 0.04  -1.30
C: 0.47 0.89 -0.44  0.65
C: -1.25 -0.56 0.34  0.15
C: 0.25 -0.32 0.08  0.55
N: -1.96 0.21 1.24  -0.49
O: -0.74 1.73 -0.44  -0.61
N: -1.77 -1.67 -0.10  -0.70
H: -1.56 1.30 -0.76  0.37
H: -2.53 -0.33 1.88  0.25
H: -1.39 0.89 1.73  0.23
H: -2.67 -1.84 0.34  0.21
H: 1.88 1.34 -1.97  0.29
H: 1.67 2.62 -0.77  0.36
H: 2.59 1.18 -0.34  0.37
H: 0.76 -2.27 -0.64  0.31
H: 1.24 -1.94 1.04  0.29
H: 2.15 -1.25 -0.32  0.35

Output
LUMO level (eV): 0.9
Kohn-Sham gap (Ha): 0.36151
Spin multiplicity: 1
HOMO (eV): -8.967


Model B:
Below is a single C5H10N2O molecule, with properties calculated with ωB97M-V with the def2-TZVPD basis set.

Last column: Mulliken charge in e.
CARTESIAN COORDINATES (ANGSTROEM)
C: -0.11 -0.13 1.90  -0.73
C: -1.32 -0.98 -0.65  -1.61
C: 0.70 1.83 -0.22  0.63
C: 0.13 -0.50 -0.61  1.46
N: 0.94 -1.34 -1.42  -0.66
C: 0.25 0.93 -1.06  -1.27
O: 0.68 -0.47 0.79  -0.47
N: 1.14 2.74 0.46  -0.55
H: 0.90 -2.30 -1.11  0.26
H: 1.91 -1.02 -1.41  0.28
H: 0.53 3.46 0.83  0.28
H: 0.18 1.12 -2.12  0.40
H: -0.70 0.78 1.72  0.31
H: -0.79 -0.93 2.19  0.26
H: 0.57 0.09 2.72  0.24
H: -1.63 -1.05 -1.69  0.40
H: -1.40 -1.97 -0.18  0.39
H: -1.98 -0.28 -0.14  0.37

Output
LUMO level (eV): 0.9
Kohn-Sham gap (Ha): 0.35604
Spin multiplicity: 1
HOMO (eV): -8.771


Model C:
Below is 3 unconnected molecules or ions with the total composition C5H10N2O, with properties calculated with ωB97M-V with the def2-TZVPD basis set.

Last column: Mulliken charge in e.
CARTESIAN COORDINATES (ANGSTROEM)
C: -0.20 1.40 -0.23  0.62
C: 1.10 0.97 -0.38  -1.19
N: -1.11 1.30 -1.30  -0.52
C: -1.21 0.21 1.40  0.10
C: 0.92 -1.88 0.54  -0.19
C: 0.44 -2.64 -0.44  -0.54
O: -0.49 2.52 0.54  -0.51
N: -0.72 -0.78 1.78  -0.38
H: 0.15 3.22 0.33  0.32
H: -2.07 1.38 -0.99  0.27
H: -0.98 0.46 -1.85  0.21
H: -2.00 0.91 1.61  0.38
H: 1.26 -2.31 1.47  0.25
H: 1.88 1.44 0.19  0.35
H: 1.19 -0.79 0.31  -0.01
H: 1.42 0.51 -1.30  0.38
H: 0.22 -3.68 -0.29  0.26
H: 0.22 -2.24 -1.41  0.20

Output
LUMO level (eV): 0.1
Kohn-Sham gap (Ha): 0.31077
Spin multiplicity: 1
HOMO (eV): -8.363


Model D:
Below is a single C5H10N2O molecule, with properties calculated with ωB97M-V with the def2-TZVPD basis set.

Last column: Mulliken charge in e.
CARTESIAN COORDINATES (ANGSTROEM)
C: 1.68 -1.10 -0.62  -1.28
C: -0.63 -0.85 0.37  0.33
C: -0.87 0.54 -0.08  0.68
N: -2.15 0.71 -0.67  -0.64
N: 1.02 1.56 1.06  -0.51
C: -0.07 1.58 0.19  -0.64
C: 0.48 -1.56 0.15  -0.41
O: -1.68 -1.45 1.01  -0.55
H: -2.41 -0.81 1.03  0.33
H: -2.34 0.01 -1.38  0.22
H: -2.28 1.64 -1.04  0.23
H: 1.28 0.63 1.34  0.31
H: 1.81 2.11 0.75  0.24
H: -0.33 2.56 -0.18  0.27
H: 0.52 -2.57 0.53  0.43
H: 1.48 -0.17 -1.14  0.32
H: 2.54 -0.96 0.03  0.29
H: 1.95 -1.86 -1.36  0.39

Output
LUMO level (eV): 1.0
Kohn-Sham gap (Ha): 0.31040
Spin multiplicity: 1
HOMO (eV): -7.480


Which one is most stable, and which one is least stable? model D is the most stable of them, while model C is the least stable.


Model A:
Below is 2 unconnected molecules or ions with the total composition C5H10N2O, with properties calculated with ωB97M-V with the def2-TZVPD basis set.

Last column: Mulliken charge in e.
CARTESIAN COORDINATES (ANGSTROEM)
C: -2.77 0.04 -0.84  -0.87
C: 1.90 -0.43 -1.40  -1.32
C: 1.45 -0.49 1.11  -1.26
N: -1.58 -0.13 -0.05  -0.36
C: 1.02 0.23 -0.36  0.91
C: -1.38 0.28 1.09  0.76
N: -1.18 0.88 2.13  -0.68
O: 0.94 1.45 -0.37  -0.51
H: -0.35 1.44 2.28  0.33
H: -2.70 0.95 -1.46  0.31
H: -3.01 -0.86 -1.41  0.28
H: -3.65 0.22 -0.21  0.32
H: 1.85 0.11 -2.35  0.36
H: 1.68 -1.49 -1.50  0.36
H: 2.95 -0.39 -1.10  0.33
H: 2.44 -0.07 1.30  0.38
H: 0.94 -0.18 2.02  0.37
H: 1.47 -1.57 1.12  0.30

Output
LUMO level (eV): 0.6
Kohn-Sham gap (Ha): 0.36647
Spin multiplicity: 1
HOMO (eV): -9.405


Model B:
Below is a single C5H10N2O molecule, with properties calculated with ωB97M-V with the def2-TZVPD basis set.

Last column: Mulliken charge in e.
CARTESIAN COORDINATES (ANGSTROEM)
O: 0.60 -2.16 1.28  -0.46
C: 1.13 -1.83 0.25  -0.10
C: 0.59 -0.72 -0.65  0.10
C: 0.54 0.51 0.32  -0.86
C: -0.67 0.60 1.24  -0.48
C: -2.47 1.55 0.00  -0.14
N: -1.63 1.65 0.91  -0.49
N: 1.54 -0.42 -1.72  -0.65
H: 2.04 -2.32 -0.10  0.32
H: -0.42 -0.76 -1.06  0.36
H: 0.56 1.44 -0.25  0.45
H: 1.46 0.57 0.89  0.39
H: -0.36 0.83 2.27  0.27
H: -1.09 -0.40 1.37  0.38
H: -2.51 0.75 -0.77  0.16
H: -3.34 2.20 -0.13  0.26
H: 2.48 -0.46 -1.34  0.26
H: 1.53 -1.03 -2.52  0.22

Output
LUMO level (eV): 0.8
Kohn-Sham gap (Ha): 0.36450
Spin multiplicity: 1
HOMO (eV): -9.131


Which one is most stable, and which one is least stable? model B is the most stable of them, while model A is the least stable.


Model A:
Below is a molecular structure, C5H10N2O, with properties calculated with ωB97M-V with the def2-TZVPD basis set.

Last column: Mulliken charge in e.
CARTESIAN COORDINATES (ANGSTROEM)
C: -1.85 0.28 -0.03  0.15
C: -0.42 0.03 0.37  0.47
C: 0.52 1.23 0.30  -0.89
C: 1.85 0.63 -0.19  -0.46
C: 1.62 -0.82 -0.21  -1.43
H: -2.24 -1.49 0.08  0.22
H: -3.82 -0.72 -0.02  0.29
H: -0.28 -0.39 1.65  0.25
H: 0.37 1.80 -0.43  0.41
H: 0.56 1.50 1.43  0.38
H: 2.18 1.09 -1.13  0.31
H: 2.53 0.95 0.56  0.28
H: 2.13 -1.37 -0.71  0.88
H: 1.95 -1.24 0.62  0.50
H: -0.17 -0.99 -1.39  0.21
N: -2.76 -0.82 0.22  -0.44
N: 0.09 -1.00 -0.49  -0.53
O: -2.26 1.34 -0.62  -0.61

Output
LUMO level (eV): 0.9
Kohn-Sham gap (Ha): 0.37687
Spin multiplicity: 1
HOMO (eV): -9.359


Model B:
Below is 2 unconnected molecules or ions with the total composition C5H10N2O, with properties calculated with ωB97M-V with the def2-TZVPD basis set.

Last column: Mulliken charge in e.
CARTESIAN COORDINATES (ANGSTROEM)
C: 0.29 -0.74 -3.00  -1.27
C: -1.05 -0.71 -2.21  -0.26
C: -0.67 -0.18 -0.84  0.30
C: 0.48 -0.37 -0.08  -0.48
N: 0.41 0.36 1.06  -0.38
C: -0.76 0.95 1.06  -0.39
N: -1.36 0.78 -0.16  -0.12
H: 0.93 0.12 -3.11  0.37
H: 0.26 -1.25 -3.95  0.39
H: 1.00 -1.43 -2.52  0.28
H: -1.72 -0.01 -2.72  0.30
H: -1.56 -1.64 -2.04  0.26
H: 1.28 -1.06 -0.30  0.36
H: -1.17 1.56 1.85  0.38
H: -2.30 1.10 -0.32  0.22
H: 1.82 0.21 2.97  0.41
H: 1.48 0.47 4.33  0.30
O: 2.20 0.04 3.85  -0.67

Output
LUMO level (eV): 0.7
Kohn-Sham gap (Ha): 0.34493
Spin multiplicity: 1
HOMO (eV): -8.661


Model C:
Below is a molecular structure, C5H10N2O, with properties calculated with ωB97M-V with the def2-TZVPD basis set.

Last column: Mulliken charge in e.
CARTESIAN COORDINATES (ANGSTROEM)
C: -0.29 -0.90 -0.57  -0.29
C: -0.27 0.62 -0.81  0.12
C: 1.16 0.86 -0.26  -0.35
C: 1.06 0.17 1.14  -0.63
C: 1.09 -1.02 0.16  -0.23
H: -1.56 -2.25 0.29  0.24
H: -1.83 -0.76 0.83  0.25
H: -0.17 -1.53 -1.49  0.33
H: -0.38 0.88 -1.86  0.34
H: -2.17 1.47 -0.42  0.26
H: -0.99 2.23 0.34  0.21
H: 1.61 1.84 -0.43  0.48
H: 1.99 0.23 1.74  0.28
H: 0.20 0.40 1.75  0.28
H: 1.53 -1.96 0.36  0.57
N: -1.58 -1.29 0.00  -0.67
N: -1.30 1.28 0.07  -0.69
O: 1.88 -0.26 -0.83  -0.49

Output
LUMO level (eV): 1.0
Kohn-Sham gap (Ha): 0.36396
Spin multiplicity: 1
HOMO (eV): -8.875


Which one is most stable, and which one is least stable? model B is the most stable of them, while model A is the least stable.


Model A:
Below is a gas-phase ion, C7H13O (charge -2), with properties calculated with ωB97M-V with the def2-TZVPD basis set.

Last column: Mulliken charge in e.
CARTESIAN COORDINATES (ANGSTROEM)
C: -1.53 2.79 -0.39  -0.38
O: -1.09 3.94 -0.90  -0.89
C: -0.47 1.68 -0.12  -0.25
C: -1.00 0.29 0.08  -1.04
C: 0.12 -0.70 0.33  0.44
C: 0.41 -1.61 -0.61  1.33
C: 1.56 -2.49 -0.92  -3.14
C: 0.85 -0.78 1.67  -2.30
H: -2.06 3.01 0.63  0.11
H: -2.31 2.27 -1.03  0.13
H: 0.20 1.72 -0.98  0.19
H: 0.16 2.09 0.69  0.18
H: -1.59 0.01 -0.80  0.22
H: -1.80 0.30 0.84  0.39
H: -0.26 -1.62 -1.48  0.01
H: 1.31 -3.49 -1.27  0.85
H: 2.26 -2.03 -1.63  -0.25
H: 2.23 -2.70 -0.06  1.43
H: 0.08 -1.24 2.31  0.50
H: 1.31 0.07 2.17  0.46
H: 1.63 -1.52 1.48  0.02

Output
<S²>: 0.75
LUMO level (spin up / spin down) (eV): 6.5 / 6.6
Net charge: -2
Kohn-Sham gap (spin up / spin down) (Ha): 0.10771 / 0.24176
Spin multiplicity: 2
HOMO (spin up / spin down) (eV): 3.591 / -0.001


Model B:
Below is 2 unconnected molecules or ions with the total composition C7H13O, with properties calculated with ωB97M-V with the def2-TZVPD basis set.

Last column: Mulliken charge in e.
CARTESIAN COORDINATES (ANGSTROEM)
C: -1.32 0.82 1.34  -0.45
O: -1.59 1.67 2.38  -0.88
C: -0.24 1.36 0.36  -0.15
C: -0.20 0.75 -1.02  -0.73
C: 0.40 -0.49 -1.28  1.01
C: 0.54 -0.99 -2.64  -1.16
C: 1.26 -1.07 -0.25  -0.91
C: 1.35 -2.63 -0.32  -1.02
H: -1.16 -0.25 1.60  0.13
H: -2.24 0.77 0.69  0.15
H: -0.38 2.45 0.37  0.33
H: 0.75 1.16 0.78  -0.01
H: -0.93 2.90 4.38  -0.24
H: -0.21 1.44 -1.86  0.11
H: 0.48 -2.07 -2.74  0.04
H: -0.06 -0.40 -3.33  0.26
H: 1.79 -0.43 0.45  0.39
H: -0.81 3.46 4.88  0.21
H: 1.93 -2.18 -1.18  0.36
H: 0.41 -3.06 -0.67  0.22
H: 2.00 -3.27 0.26  0.34

Output
<S²>: 0.78
LUMO level (spin up / spin down) (eV): 6.4 / 6.4
Net charge: -2
Kohn-Sham gap (spin up / spin down) (Ha): 0.17221 / 0.15994
Spin multiplicity: 2
HOMO (spin up / spin down) (eV): 1.756 / 2.096


Which one is most stable, and which one is least stable? model A is the most stable of them, while model B is the least stable.


Model A:
Below is a gas-phase ion, C5H16N3 (charge +1), with properties calculated with ωB97M-V with the def2-TZVPD basis set.

Last column: Mulliken charge in e.
CARTESIAN COORDINATES (ANGSTROEM)
N: 0.56 -2.91 -0.49  -0.20
C: 1.43 -2.07 -1.41  -0.63
C: 0.83 -0.65 -1.50  -0.40
N: -0.55 -0.66 -0.95  -0.52
C: -0.75 0.16 0.31  -0.32
C: -0.13 1.61 0.19  -0.76
N: -0.84 2.67 0.91  -0.31
C: -1.02 2.44 2.33  -0.89
H: -0.22 -2.19 -0.33  0.32
H: 0.38 -3.82 -0.89  0.33
H: 1.05 -3.07 0.40  0.36
H: 2.46 -1.99 -1.05  0.29
H: 1.54 -2.61 -2.42  0.32
H: 1.40 0.04 -0.86  0.19
H: 0.94 -0.15 -2.46  0.53
H: -1.19 -0.42 -1.71  0.25
H: -1.84 0.21 0.44  0.36
H: -0.13 -0.34 1.04  0.21
H: 0.91 1.63 0.63  0.32
H: -0.01 1.81 -0.90  0.29
H: -1.74 2.83 0.50  0.29
H: -0.19 2.93 2.86  0.32
H: -1.01 1.45 2.75  0.28
H: -1.88 3.09 2.63  0.33

Output
LUMO level (eV): -3.3
Net charge: +1
Kohn-Sham gap (Ha): 0.30909
Spin multiplicity: 1
HOMO (eV): -11.696


Model B:
Below is 2 unconnected molecules or ions with the total composition C5H16N3, with properties calculated with ωB97M-V with the def2-TZVPD basis set.

Last column: Mulliken charge in e.
CARTESIAN COORDINATES (ANGSTROEM)
C: -2.57 -1.79 0.17  -0.79
C: -2.57 -1.41 -1.31  -0.70
H: -1.80 -2.55 0.34  0.27
H: -2.20 -0.97 0.77  0.18
H: -3.53 -2.13 0.54  0.34
H: -2.92 -2.29 -1.88  0.34
H: -1.58 -1.27 -1.73  0.12
H: -3.24 -0.59 -1.57  0.26
C: 2.23 1.02 1.11  -0.29
C: 3.23 -0.11 1.34  -1.12
C: 0.22 1.23 -0.42  0.50
N: 1.43 0.74 -0.12  -0.27
N: -0.68 1.30 0.57  -0.28
N: -0.12 1.09 -1.72  -0.39
H: 1.50 1.13 1.91  0.23
H: 2.65 2.02 1.02  0.40
H: 4.27 0.20 1.27  0.30
H: 3.04 -0.90 0.62  0.34
H: 2.01 0.77 -0.95  0.28
H: -0.30 1.38 1.50  0.21
H: -1.53 1.85 0.50  0.29
H: 0.21 0.23 -2.12  0.26
H: -0.82 1.63 -2.20  0.22
H: 3.08 -0.56 2.33  0.31

Output
LUMO level (eV): -3.8
Net charge: +1
Kohn-Sham gap (Ha): 0.39762
Spin multiplicity: 1
HOMO (eV): -14.576


Model C:
Below is 2 unconnected molecules or ions with the total composition C5H16N3, with properties calculated with ωB97M-V with the def2-TZVPD basis set.

Last column: Mulliken charge in e.
CARTESIAN COORDINATES (ANGSTROEM)
N: 0.55 2.60 1.91  -0.61
C: -0.74 0.46 0.08  -0.41
C: -0.54 -0.24 1.33  -0.53
C: -0.58 -1.80 1.17  -0.69
N: -0.18 -2.44 2.40  -0.53
C: 0.30 0.55 -0.93  -0.38
N: 0.12 -0.35 -2.10  -0.24
C: 0.74 0.16 -3.31  -0.89
H: 0.12 3.52 2.02  0.29
H: 1.37 2.65 1.32  0.26
H: -0.14 2.12 1.31  0.20
H: -1.80 0.61 -0.17  0.30
H: -1.28 0.02 2.08  0.37
H: 0.43 0.05 1.76  0.43
H: 0.03 -2.07 0.31  0.40
H: -1.60 -2.08 0.87  0.40
H: -0.90 -3.09 2.70  0.27
H: 0.68 -2.95 2.26  0.26
H: 0.24 1.58 -1.34  0.41
H: 1.34 0.44 -0.61  0.42
H: -0.86 -0.60 -2.17  0.28
H: 0.49 -0.43 -4.19  0.35
H: 1.82 0.11 -3.19  0.30
H: 0.39 1.18 -3.53  0.35

Output
LUMO level (eV): -6.9
Net charge: +1
Kohn-Sham gap (Ha): 0.23817
Spin multiplicity: 1
HOMO (eV): -13.402


Model D:
Below is 2 unconnected molecules or ions with the total composition C5H16N3, with properties calculated with ωB97M-V with the def2-TZVPD basis set.

Last column: Mulliken charge in e.
CARTESIAN COORDINATES (ANGSTROEM)
C: -2.28 1.11 0.09  -0.87
C: -0.50 1.55 -1.55  0.73
N: -1.03 1.81 -0.43  -0.12
N: -0.75 0.44 -2.29  -0.39
N: 0.32 2.44 -2.38  -0.57
H: -0.93 2.75 0.00  0.28
H: -1.35 -0.35 -2.12  0.19
H: -0.59 0.30 -3.20  0.18
H: 0.58 3.25 -1.70  0.27
H: 1.32 2.21 -2.79  0.35
H: -2.63 0.47 -0.78  0.29
H: -3.09 1.81 0.16  0.36
H: -2.14 0.74 1.13  0.29
C: 0.60 -1.54 1.73  0.11
C: 1.81 -0.55 1.55  -1.06
C: 0.99 -2.90 1.29  -1.17
H: -0.12 -1.32 0.88  -0.08
H: 0.21 -1.55 2.68  0.41
H: 1.40 0.44 1.71  0.27
H: 2.65 -0.61 2.25  0.37
H: 0.84 -3.01 0.12  0.26
H: 0.39 -3.59 1.76  0.35
H: 2.25 -0.77 0.52  0.26
H: 2.06 -3.15 1.37  0.28

Output
LUMO level (eV): -3.1
Net charge: +1
Kohn-Sham gap (Ha): 0.39028
Spin multiplicity: 1
HOMO (eV): -13.729


Which one is most stable, and which one is least stable? model B is the most stable of them, while model C is the least stable.